Model P:
Below is a structure of composition C40H31BrIrN3O2P2S3, with properties calculated with wB97M-V/def2-TZVPD.

The geometry in ORCA input format:
```
! wB97M-V def2-TZVPD RIJCOSX def2/J DEFGRID3
* xyz 0 1
Ir 0.01078 -0.41564 0.17598
S -0.04098 0.20397 2.37605
P -0.63886 1.97320 1.52578
C -0.34870 1.69471 -0.13407
P 1.20168 1.94014 -0.80523
S 2.18040 0.24224 -0.19031
C 2.15920 3.42705 -0.40122
C 3.35419 3.34643 0.30266
C 4.06137 4.50333 0.60371
C 3.56482 5.73964 0.22151
C 2.36316 5.82477 -0.47282
C 1.66713 4.67204 -0.79209
C 1.11043 2.01479 -2.61135
C 2.28408 1.96800 -3.36276
C 2.22323 2.00451 -4.74444
C 0.98881 2.09222 -5.38430
C -0.17866 2.14817 -4.63921
C -0.11777 2.11001 -3.25033
C -2.42128 2.21603 1.77147
C -3.23750 2.56008 0.69759
C -4.60348 2.74533 0.88987
C -5.15240 2.57846 2.15109
C -4.33814 2.23633 3.22730
C -2.97928 2.05660 3.04068
C 0.08310 3.41111 2.35710
C -0.53203 4.65933 2.26388
C 0.06837 5.77232 2.82853
C 1.28044 5.64272 3.49518
C 1.89241 4.40193 3.59426
C 1.29808 3.28647 3.02273
H 3.72602 2.38010 0.62171
H 4.99626 4.43578 1.14609
H 4.11331 6.64175 0.46309
H 1.97503 6.79077 -0.77098
H 0.73749 4.73857 -1.34806
H 3.24568 1.89168 -2.86614
H 3.13500 1.96317 -5.32696
H 0.94228 2.11834 -6.46588
H -1.13958 2.21266 -5.13542
H -1.02135 2.14169 -2.65115
H -2.79182 2.68015 -0.28462
H -5.23510 2.99868 0.04842
H -6.21918 2.69900 2.29723
H -4.77047 2.09990 4.21065
H -2.34954 1.77698 3.87848
H -1.48262 4.76231 1.75242
H -0.41120 6.74033 2.75404
H 1.74695 6.51232 3.94149
H 2.83738 4.30108 4.11335
H 1.77534 2.31536 3.08722
C 0.73320 -1.43830 -2.76812
O -0.23067 -0.86234 -1.86698
C -1.48249 -0.64299 -2.35961
C -1.71914 -0.57847 -3.71868
C -3.00201 -0.30817 -4.17195
Br -3.28281 -0.15546 -6.03608
C -4.05981 -0.14798 -3.30491
C -3.83302 -0.25511 -1.93220
C -2.54051 -0.47305 -1.46186
O -2.27612 -0.54695 -0.11119
C -4.99916 -0.13915 -1.03642
N -6.08409 0.51487 -1.34898
C -6.93356 0.34399 -0.26853
C -8.21524 0.85170 -0.05182
C -8.83706 0.53913 1.14007
C -8.20719 -0.26332 2.10705
C -6.93778 -0.77007 1.91195
C -6.31811 -0.44711 0.70888
N -5.06949 -0.73604 0.19898
H 1.02428 -0.69983 -3.51746
H 0.30443 -2.32948 -3.22737
H 1.58493 -1.70144 -2.15332
H -0.91268 -0.70079 -4.42999
H -5.06303 0.04454 -3.65521
H -2.67309 0.21914 0.34143
H -8.69479 1.46870 -0.80082
H -9.83330 0.91418 1.33775
H -8.73210 -0.48863 3.02696
H -6.45078 -1.38205 2.66080
H -4.39592 -1.38262 0.57221
S -0.48181 -2.83498 0.41783
C 1.04430 -3.53907 0.61928
N 2.08852 -4.01958 0.75710
*
```

Calculated values
- LUMO energy (eV) = -0.1445
- highest occupied orbital energy (eV) = -7.71
- orbital gap (eV) = 7.56

Electronic structure analysis, Löwdin charges in units of e:
1. Ir 0.546
2. S 0.328
3. P 0.491
4. C -0.632
5. P 0.510
6. S 0.377
7. C -0.338
8. C -0.104
9. C -0.078
10. C -0.079
11. C -0.076
12. C -0.078
13. C -0.344
14. C -0.085
15. C -0.074
16. C -0.072
17. C -0.081
18. C -0.092
19. C -0.369
20. C -0.104
21. C -0.072
22. C -0.070
23. C -0.064
24. C -0.080
25. C -0.329
26. C -0.077
27. C -0.077
28. C -0.077
29. C -0.075
30. C -0.097
31. H 0.076
32. H 0.107
33. H 0.105
34. H 0.106
35. H 0.114
36. H 0.113
37. H 0.107
38. H 0.107
39. H 0.097
40. H 0.099
41. H 0.100
42. H 0.109
43. H 0.109
44. H 0.108
45. H 0.109
46. H 0.108
47. H 0.105
48. H 0.105
49. H 0.109
50. H 0.087
51. C -0.034
52. O -0.346
53. C -0.223
54. C -0.067
55. C -0.660
56. Br 0.769
57. C -0.056
58. C -0.056
59. C -0.174
60. O -0.127
61. C -0.271
62. N 0.182
63. C -0.238
64. C -0.017
65. C -0.095
66. C -0.095
67. C -0.020
68. C -0.198
69. N 0.184
70. H 0.092
71. H 0.117
72. H 0.068
73. H 0.109
74. H 0.113
75. H 0.086
76. H 0.111
77. H 0.099
78. H 0.101
79. H 0.112
80. H 0.164
81. S 0.501
82. C -0.868
83. N 0.027

---

Model Q:
Below is a structure of composition C40H31BrIrN3O2P2S3, with properties calculated with wB97M-V/def2-TZVPD.

The geometry in ORCA input format:
```
! wB97M-V def2-TZVPD RIJCOSX def2/J DEFGRID3
* xyz 0 1
Ir 0.43746 -0.16413 -0.24496
S 0.96999 0.82887 1.90233
P -0.66749 1.97715 1.37263
C -1.02690 1.22877 -0.08768
P -1.97111 0.88092 -1.43537
S -0.89567 -0.69835 -2.18332
C -3.68170 0.38061 -1.07063
C -4.02699 -0.96395 -0.96125
C -5.31451 -1.32331 -0.58824
C -6.25853 -0.34216 -0.31436
C -5.91725 0.99985 -0.41755
C -4.63464 1.36082 -0.80124
C -2.17399 2.22410 -2.62238
C -1.38650 3.36160 -2.48743
C -1.49285 4.38744 -3.41757
C -2.37836 4.27197 -4.47708
C -3.16190 3.13059 -4.61686
C -3.06054 2.10615 -3.69274
C -1.94993 1.88384 2.65147
C -3.01009 0.99308 2.52321
C -3.94147 0.86947 3.54502
C -3.80865 1.62593 4.69943
C -2.75260 2.51855 4.83113
C -1.82948 2.65327 3.80816
C -0.25264 3.73598 1.37739
C -1.23393 4.62830 0.94562
C -0.96782 5.98457 0.90615
C 0.27503 6.45645 1.31517
C 1.24594 5.57303 1.75438
C 0.98741 4.20929 1.77939
H -3.28456 -1.71936 -1.19256
H -5.58216 -2.37020 -0.51332
H -7.26342 -0.62415 -0.02539
H -6.65312 1.76552 -0.20855
H -4.37636 2.40938 -0.90075
H -0.67637 3.43681 -1.67166
H -0.87014 5.26649 -3.31305
H -2.45761 5.06971 -5.20479
H -3.84896 3.04212 -5.44848
H -3.67119 1.21663 -3.80018
H -3.10580 0.41128 1.61262
H -4.76775 0.17993 3.44554
H -4.53249 1.52248 5.49763
H -2.65136 3.11242 5.73020
H -1.01287 3.35905 3.90532
H -2.20650 4.25945 0.63356
H -1.72614 6.67500 0.55986
H 0.48453 7.51798 1.28340
H 2.21772 5.93964 2.05729
H 1.75376 3.51123 2.08987
C 2.88219 -2.40990 -0.69567
O 1.64885 -2.10316 -0.03512
C 1.05106 -3.08519 0.70844
C 1.64386 -4.32055 0.90848
C 0.97705 -5.27220 1.66639
Br 1.80438 -6.94972 1.93787
C -0.26462 -5.03310 2.20530
C -0.87102 -3.79273 1.99981
C -0.20298 -2.81418 1.27552
O -0.79768 -1.55945 1.09918
C -2.22108 -3.60868 2.56310
N -2.68814 -4.36439 3.51986
C -3.99488 -3.95426 3.69877
C -4.95994 -4.41927 4.59298
C -6.20977 -3.83913 4.55098
C -6.50854 -2.81332 3.63810
C -5.56581 -2.33767 2.74878
C -4.30339 -2.92357 2.80096
N -3.14225 -2.71174 2.08886
H 2.74820 -3.26658 -1.35651
H 3.66211 -2.60828 0.03982
H 3.14110 -1.52893 -1.27248
H 2.61063 -4.55160 0.49115
H -0.79013 -5.77908 2.78216
H -0.60177 -0.99975 1.88683
H -4.72272 -5.21260 5.28909
H -6.98096 -4.17905 5.22974
H -7.50363 -2.38689 3.63222
H -5.79926 -1.55160 2.04385
H -2.98187 -2.03991 1.35620
S 1.99691 0.90482 -1.51183
C 1.78914 2.57319 -1.36147
N 1.71638 3.72662 -1.31797
*
```

Calculated values
- LUMO energy (eV) = -0.0266
- highest occupied orbital energy (eV) = -7.26
- orbital gap (eV) = 7.24

Electronic structure analysis, Löwdin charges in units of e:
1. Ir 0.539
2. S 0.368
3. P 0.531
4. C -0.757
5. P 0.504
6. S 0.313
7. C -0.345
8. C -0.111
9. C -0.094
10. C -0.092
11. C -0.068
12. C -0.084
13. C -0.337
14. C -0.079
15. C -0.062
16. C -0.078
17. C -0.079
18. C -0.087
19. C -0.324
20. C -0.078
21. C -0.064
22. C -0.071
23. C -0.071
24. C -0.073
25. C -0.371
26. C -0.094
27. C -0.074
28. C -0.076
29. C -0.074
30. C -0.112
31. H 0.072
32. H 0.112
33. H 0.108
34. H 0.107
35. H 0.113
36. H 0.056
37. H 0.109
38. H 0.103
39. H 0.103
40. H 0.112
41. H 0.080
42. H 0.088
43. H 0.106
44. H 0.106
45. H 0.110
46. H 0.110
47. H 0.104
48. H 0.104
49. H 0.107
50. H 0.076
51. C -0.038
52. O -0.253
53. C -0.187
54. C -0.052
55. C -0.664
56. Br 0.769
57. C -0.063
58. C -0.054
59. C -0.151
60. O -0.144
61. C -0.253
62. N 0.179
63. C -0.221
64. C -0.014
65. C -0.094
66. C -0.089
67. C -0.039
68. C -0.182
69. N 0.188
70. H 0.110
71. H 0.109
72. H 0.048
73. H 0.101
74. H 0.111
75. H 0.048
76. H 0.112
77. H 0.099
78. H 0.101
79. H 0.081
80. H 0.123
81. S 0.523
82. C -0.780
83. N 0.090

---

The least stable of them is model P.

---

Model P:
Below is the molecule C4H6OS, with properties calculated with wB97M-V/def2-TZVPD.

The geometry in ORCA input format:
```
! wB97M-V def2-TZVPD RIJCOSX def2/J DEFGRID3
* xyz 0 1
C 1.44721 0.85868 -0.22634
C 0.32195 0.07995 0.00866
C 0.44651 -1.38410 0.28863
C -0.97154 0.83113 -0.15057
O -0.93417 2.02131 -0.29848
S -2.45810 -0.14883 -0.06384
H 2.49710 0.40723 -0.21649
H 1.56260 1.84096 -0.56922
H 1.45301 -1.68945 0.19717
H -0.18803 -1.94336 -0.43588
H 0.12190 -1.74581 1.26256
H -3.29845 0.87228 0.20381
*
```

Calculated values
- structure (SMILES) = C=C(C)C(=O)S
- LUMO energy (eV) = 0.1053
- highest occupied orbital energy (eV) = -9.85
- orbital gap (eV) = 9.95

Electronic structure analysis, Löwdin charges in units of e:
1. C 0.102
2. C -0.319
3. C -0.099
4. C -0.779
5. O 0.014
6. S 0.828
7. H 0.093
8. H 0.046
9. H 0.057
10. H 0.085
11. H 0.081
12. H -0.108

---

Model Q:
Below is the molecule C4H6OS, with properties calculated with wB97M-V/def2-TZVPD.

The geometry in ORCA input format:
```
! wB97M-V def2-TZVPD RIJCOSX def2/J DEFGRID3
* xyz 0 1
C -0.47762 0.01857 1.60775
C -0.60019 0.49770 0.06383
S -1.74910 1.41984 -0.30273
C 0.65138 0.49820 -0.76760
C 0.44627 -0.92949 -1.54681
O -0.26203 -1.75283 -1.15550
H 0.44222 0.26513 2.05906
H -0.37283 -1.21453 1.76211
H -1.27333 0.65110 2.36336
H 1.57096 0.46517 0.13144
H 0.73332 1.09967 -1.64447
H 0.89094 -1.01853 -2.57043
*
```

Calculated values
- structure (SMILES) = CC(=S)CC=O
- LUMO energy (eV) = -0.0177
- highest occupied orbital energy (eV) = -8.52
- orbital gap (eV) = 8.51

Electronic structure analysis, Löwdin charges in units of e:
1. C -0.143
2. C -0.954
3. S 0.818
4. C -0.175
5. C -0.276
6. O 0.081
7. H 0.000
8. H 0.133
9. H 0.130
10. H 0.191
11. H 0.074
12. H 0.122

---

Model R:
Below is the molecule C4H6OS, with properties calculated with wB97M-V/def2-TZVPD.

The geometry in ORCA input format:
```
! wB97M-V def2-TZVPD RIJCOSX def2/J DEFGRID3
* xyz 0 1
C -1.71737 -1.12345 -0.04542
C 1.66250 -1.11877 -0.05842
C -2.62323 0.01816 -0.03285
C 2.61805 -0.01636 -0.01112
O -0.04384 0.99567 0.26371
S -0.01921 -0.47671 0.13661
H -2.46960 0.67450 0.82738
H -3.65254 -0.33531 -0.06472
H -2.41587 0.64703 -0.90394
H 2.23254 0.91572 0.40609
H 2.92688 0.17683 -1.04389
H 3.50168 -0.35732 0.52658
*
```

Calculated values
- LUMO energy (spin up / spin down) (eV) = -1.9210 / -1.9211
- highest occupied orbital energy (spin up / spin down) (eV) = -9.17 / -9.16
- orbital gap (spin up / spin down) (eV) = 7.24 / 7.24

Electronic structure analysis, Löwdin charges in units of e:
1. C -0.157
2. C -0.173
3. C -0.232
4. C -0.224
5. O -0.552
6. S 0.833
7. H 0.089
8. H 0.072
9. H 0.099
10. H 0.060
11. H 0.105
12. H 0.081

---

The least stable of them is model R.